Entry 1:
ORCA calculation (ωB97M-V/def2-TZVPD) on a cluster of 2 separate species, C4H14N2OS in total.

Bonds (Å) are listed after each position.
Element x y z (Å)
1 C 0.125 -0.403 2.607  C2 1.521, N4 1.489, H5 1.095, H6 1.096
2 C -0.430 0.866 1.977  C1 1.521, S3 1.823, H7 1.098, H8 1.086
3 S -1.799 0.461 0.843  C2 1.823
4 N 0.451 -1.426 1.576  C1 1.489, H9 1.029, H10 1.013
5 H -0.613 -0.825 3.297  C1 1.095
6 H 1.045 -0.204 3.168  C1 1.096
7 H 0.397 1.411 1.504  C2 1.098
8 H -0.850 1.472 2.774  C2 1.086
9 H -0.422 -1.567 1.051  N4 1.029
10 H 0.732 -2.300 2.001  N4 1.013
11 C 0.296 -0.375 -2.440  O12 1.394, C13 1.525, H15 1.097, H16 1.100
12 O -0.759 0.390 -2.938  C11 1.394, H17 0.980
13 C 1.104 0.496 -1.485  C11 1.525, N14 1.505, H18 1.093, H19 1.085
14 N 1.888 -0.301 -0.477  C13 1.505, H20 1.018, H21 1.190, H22 1.015
15 H 1.011 -0.682 -3.214  C11 1.097
16 H -0.041 -1.260 -1.881  C11 1.100
17 H -1.285 0.593 -2.137  O12 0.980
18 H 1.868 1.118 -1.959  C13 1.093
19 H 0.449 1.148 -0.916  C13 1.085
20 H 2.328 -1.126 -0.880  N14 1.018
21 H 1.279 -0.778 0.427  N14 1.190
22 H 2.608 0.271 -0.048  N14 1.015

The relative energy (zero: lowest compared OMol25 entry of this formula, charge and spin) comes out at 36.09 kcal per mole. For the total energy, the calculation gives -743.6763 hartree. As for the HOMO energy: -0.240 hartree. The total charge is 0. The calculation puts the gap between HOMO and LUMO at 0.2388 Eh.

Here are the Mulliken charges for atoms 1 to 6, given in e: atom 1 (C): -0.6514, atom 2 (C): -0.6830, atom 3 (S): -0.5384, atom 4 (N): -0.7061, atom 5 (H): 0.3525, atom 6 (H): 0.3261

Entry 2:
ORCA calculation (ωB97M-V/def2-TZVPD) on a cluster of 2 separate species, C4H12 in total.

Bonds (Å) are listed after each position.
Element x y z (Å)
1 C 0.294 -1.621 -1.268  C2 1.550, H3 1.094, H4 1.085, H5 1.087
2 C -1.199 -1.492 -0.869  C1 1.550, H6 1.076, H7 1.096, H8 1.093
3 H 0.859 -0.808 -0.803  C1 1.094
4 H 0.724 -2.531 -0.864  C1 1.085
5 H 0.366 -1.461 -2.340  C1 1.087
6 H -1.465 -0.540 -0.443  C2 1.076
7 H -1.434 -2.321 -0.193  C2 1.096
8 H -1.849 -1.796 -1.693  C2 1.093
9 C 1.193 1.783 1.091  C10 1.510, H11 1.088, H12 1.091, H13 1.096
10 C -0.277 1.442 1.041  C9 1.510, H14 1.087, H15 1.088, H16 1.087
11 H 1.631 2.116 0.153  C9 1.088
12 H 1.425 2.482 1.895  C9 1.091
13 H 1.738 0.867 1.350  C9 1.096
14 H -0.881 2.274 0.686  C10 1.087
15 H -0.446 0.639 0.327  C10 1.088
16 H -0.680 0.968 1.932  C10 1.087

The relative energy (zero: lowest compared OMol25 entry of this formula, charge and spin) comes out at 10.39 kcal per mole. For the total energy, the calculation gives -159.5684 hartree. As for the HOMO energy: -0.424 hartree. The SMILES is CC.CC. The total charge is 0. The calculation puts the gap between HOMO and LUMO at 0.4672 Eh.

Here are the Mulliken charges for atoms 1 to 6, given in e: atom 1 (C): -0.6123, atom 2 (C): -0.7945, atom 3 (H): 0.0876, atom 4 (H): 0.2865, atom 5 (H): 0.2502, atom 6 (H): 0.2811

Entry 3:
ORCA calculation (ωB97M-V/def2-TZVPD) on a cluster of 2 separate species, C7H9N in total.

Bonds (Å) are listed after each position.
Element x y z (Å)
1 C -1.451 0.874 -0.297  C3 1.197
2 C 1.024 -0.554 0.552  C4 1.486, C5 1.331, H9 1.132
3 C -2.513 0.358 -0.100  C1 1.197, C6 1.432
4 C 1.349 0.820 0.088  C2 1.486, C7 1.517, N8 1.224
5 C 1.419 -1.548 -0.239  C2 1.331, H10 1.021, H11 1.034
6 C -3.770 -0.324 -0.014  C3 1.432, H12 1.048, H13 1.090, H14 1.065
7 C 2.832 1.120 -0.021  C4 1.517, H15 1.086, H16 1.148, H17 1.122
8 N 0.545 1.676 -0.261  C4 1.224
9 H 0.299 -0.535 1.422  C2 1.132
10 H 1.298 -2.560 -0.190  C5 1.021
11 H 2.029 -1.290 -1.033  C5 1.034
12 H -3.992 -0.698 -0.968  C6 1.048
13 H -4.602 0.347 0.198  C6 1.090
14 H -3.767 -1.073 0.743  C6 1.065
15 H 3.149 0.224 -0.548  C7 1.086
16 H 3.196 0.991 1.060  C7 1.148
17 H 2.956 2.171 -0.391  C7 1.122

The relative energy (zero: lowest compared OMol25 entry of this formula, charge and spin) comes out at 166.30 kcal per mole. For the total energy, the calculation gives -326.6260 hartree. As for the HOMO energy (spin up / spin down): -0.342 / -0.342 hartree. The total charge is 0. The calculation puts the gap between HOMO and LUMO (spin up / spin down) at 0.3322 / 0.3323 Eh.

Here are the Mulliken charges for atoms 1 to 6, given in e: atom 1 (C): 0.0942, atom 2 (C): -0.4442, atom 3 (C): 0.1575, atom 4 (C): 0.7670, atom 5 (C): -0.6538, atom 6 (C): -1.3378

Entry 4:
ORCA calculation (ωB97M-V/def2-TZVPD) on a cluster of 2 separate species, C2ClFO2S in total.

Bonds (Å) are listed after each position.
Element x y z (Å)
1 C 0.568 -0.275 -1.035  C2 1.204
2 C 0.357 -0.531 -2.193  C1 1.204, Cl7 1.637
3 O -1.019 1.408 1.225  S6 1.420
4 O 1.133 0.483 2.181  S6 1.425
5 F -0.950 -0.937 2.280  S6 1.757
6 S -0.091 0.359 1.463  O3 1.420, O4 1.425, F5 1.757
7 Cl 0.210 -0.941 -3.770  C2 1.637

The relative energy (zero: lowest compared OMol25 entry of this formula, charge and spin) comes out at 82.85 kcal per mole. For the total energy, the calculation gives -1184.6852 hartree. As for the HOMO energy (spin up / spin down): -0.397 / -0.387 hartree. The total charge is 0. The calculation puts the gap between HOMO and LUMO (spin up / spin down) at 0.2554 / 0.2486 Eh.

Here are the Mulliken charges for atoms 1 to 6, given in e: atom 1 (C): -0.3359, atom 2 (C): 0.3962, atom 3 (O): -0.3378, atom 4 (O): -0.3638, atom 5 (F): -0.2566, atom 6 (S): 1.0312

Entry 5:
ORCA calculation (ωB97M-V/def2-TZVPD) on an isolated molecule of C3H3F2IO.

Bonds (Å) are listed after each position.
Element x y z (Å)
1 C -0.850 1.451 -0.275  O2 1.439, H8 1.035, H9 1.073, H10 1.109
2 O -0.608 0.283 0.529  C1 1.439, C3 1.375
3 C 0.508 -0.504 0.365  O2 1.375, I4 2.159, C5 1.337
4 I 2.298 0.663 0.059  C3 2.159
5 C 0.450 -1.840 0.354  C3 1.337, F6 1.305, F7 1.297
6 F 1.510 -2.555 0.095  C5 1.305
7 F -0.620 -2.567 0.444  C5 1.297
8 H -1.331 2.185 0.274  C1 1.035
9 H -1.474 1.162 -1.097  C1 1.073
10 H 0.117 1.721 -0.747  C1 1.109

The relative energy (zero: lowest compared OMol25 entry of this formula, charge and spin) comes out at 22.20 kcal per mole. For the total energy, the calculation gives -688.7026 hartree. As for the HOMO energy: -0.327 hartree. The SMILES is COC(I)=C(F)F. The total charge is 0. The calculation puts the gap between HOMO and LUMO at 0.3334 Eh.

Here are the Mulliken charges for atoms 1 to 6, given in e: atom 1 (C): -0.5020, atom 2 (O): -0.3672, atom 3 (C): -0.0601, atom 4 (I): 0.0375, atom 5 (C): 0.6541, atom 6 (F): -0.2082

Entry 6:
ORCA calculation (ωB97M-V/def2-TZVPD) on a cluster of 9 separate species, C14H46O9 in total.

Bonds (Å) are listed after each position.
Element x y z (Å)
1 C -9.628 0.928 -13.820  C2 1.532, H4 1.092, H5 1.092, H6 1.092
2 C -8.393 0.830 -12.919  C1 1.532, O3 1.416, H7 1.096, H8 1.089
3 O -8.220 -0.444 -12.325  C2 1.416, H9 0.962
4 H -10.534 0.687 -13.260  C1 1.092
5 H -9.660 0.251 -14.676  C1 1.092
6 H -9.698 1.927 -14.255  C1 1.092
7 H -8.564 1.596 -12.155  C2 1.096
8 H -7.524 1.170 -13.481  C2 1.089
9 H -8.928 -0.528 -11.679  O3 0.962
10 C -7.105 -1.198 -15.867  C11 1.542, H13 1.092, H14 1.088, H15 1.088
11 C -5.653 -1.231 -15.345  C10 1.542, O12 1.420, H16 1.089, H17 1.096
12 O -4.776 -0.574 -16.248  C11 1.420, H18 0.964
13 H -7.564 -2.161 -15.634  C10 1.092
14 H -7.083 -0.998 -16.936  C10 1.088
15 H -7.730 -0.454 -15.378  C10 1.088
16 H -5.261 -2.233 -15.180  C11 1.089
17 H -5.619 -0.724 -14.374  C11 1.096
18 H -4.843 0.369 -16.055  O12 0.964
19 C -7.533 6.489 -13.681  C20 1.541, H22 1.095, H23 1.089, H24 1.087
20 C -8.052 6.125 -12.277  C19 1.541, O21 1.438, H25 1.087, H26 1.096
21 O -9.486 6.094 -12.376  C20 1.438, H27 0.960
22 H -6.621 7.092 -13.614  C19 1.095
23 H -8.272 7.156 -14.122  C19 1.089
24 H -7.342 5.642 -14.335  C19 1.087
25 H -7.787 6.727 -11.412  C20 1.087
26 H -7.670 5.132 -12.013  C20 1.096
27 H -9.735 5.501 -13.090  O21 0.960
28 C -1.614 4.064 -10.737  C29 1.522, H31 1.088, H32 1.090, H33 1.091
29 C -2.200 2.674 -10.936  C28 1.522, O30 1.433, H34 1.095, H35 1.092
30 O -2.611 2.179 -9.655  C29 1.433, H36 0.962
31 H -1.068 4.446 -11.597  C28 1.088
32 H -0.895 4.008 -9.919  C28 1.090
33 H -2.487 4.678 -10.509  C28 1.091
34 H -1.430 2.016 -11.352  C29 1.095
35 H -3.075 2.745 -11.587  C29 1.092
36 H -3.111 1.379 -9.844  O30 0.962
37 C -3.146 2.167 -17.799  C38 1.512, H40 1.093, H41 1.092, H42 1.093
38 C -2.350 1.092 -18.502  C37 1.512, O39 1.430, H43 1.094, H44 1.094
39 O -0.982 1.505 -18.540  C38 1.430, H45 0.959
40 H -4.158 1.826 -17.563  C37 1.093
41 H -3.209 3.113 -18.342  C37 1.092
42 H -2.719 2.409 -16.823  C37 1.093
43 H -2.689 0.935 -19.530  C38 1.094
44 H -2.445 0.191 -17.890  C38 1.094
45 H -0.409 0.744 -18.431  O39 0.959
46 C 0.182 2.199 -14.852  O47 1.416, H48 1.099, H49 1.093, H50 1.088
47 O -1.118 2.569 -14.429  C46 1.416, H51 0.974
48 H 0.142 2.207 -15.950  C46 1.099
49 H 0.979 2.874 -14.531  C46 1.093
50 H 0.431 1.175 -14.581  C46 1.088
51 H -1.294 3.489 -14.694  O47 0.974
52 C -1.568 5.929 -14.796  O53 1.417, H54 1.093, H55 1.095, H56 1.095
53 O -1.535 4.910 -15.780  C52 1.417, H57 0.960
54 H -2.552 6.193 -14.401  C52 1.093
55 H -0.916 5.644 -13.964  C52 1.095
56 H -1.143 6.880 -15.134  C52 1.095
57 H -1.307 5.314 -16.620  O53 0.960
58 C -6.237 4.147 -9.912  O59 1.413, H60 1.098, H61 1.090, H62 1.090
59 O -5.765 3.246 -10.893  C58 1.413, H63 0.962
60 H -7.319 3.998 -9.797  C58 1.098
61 H -5.773 4.172 -8.926  C58 1.090
62 H -6.176 5.144 -10.349  C58 1.090
63 H -5.667 2.367 -10.518  O59 0.962
64 C -4.487 3.413 -14.197  O65 1.417, H66 1.085, H67 1.097, H68 1.097
65 O -4.950 2.077 -14.293  C64 1.417, H69 0.961
66 H -4.138 3.691 -15.186  C64 1.085
67 H -5.241 4.056 -13.727  C64 1.097
68 H -3.678 3.476 -13.459  C64 1.097
69 H -5.202 1.744 -13.428  O65 0.961

The relative energy (zero: lowest compared OMol25 entry of this formula, charge and spin) comes out at 75.09 kcal per mole. For the total energy, the calculation gives -1237.9937 hartree. As for the HOMO energy: -0.355 hartree. The SMILES is CCO.CCO.CCO.CCO.CCO.CO.CO.CO.CO. The total charge is 0. The calculation puts the gap between HOMO and LUMO at 0.3675 Eh.

Here are the Mulliken charges for atoms 1 to 6, given in e: atom 1 (C): -1.1803, atom 2 (C): 0.0187, atom 3 (O): -0.5117, atom 4 (H): 0.3751, atom 5 (H): 0.3063, atom 6 (H): 0.2883

- What is the formula in the first record?
  C4H14N2OS

- What is the formula in the third record?
  C7H9N